[1]
Entry from OMol25: a 2-piece molecular cluster, FH2IP2 overall (ωB97M-V/def2-TZVPD).

Properties
* HOMO-LUMO gap: 8.520 eV
* net charge: 0
* LUMO energy: -0.0306 hartree

Element x y z (Å)
H (-1.662, -1.661, -0.526)
I (2.711, -0.648, -0.050)
F (-1.151, 1.753, 0.508)
P (-1.184, 0.548, -0.554)
P (-1.782, -0.923, 0.714)
H (3.068, 0.931, -0.093)

Partial charges, Löwdin, in e: number 1, H, carries -0.24; number 2, I, carries 0.32; number 3, F, carries -0.52; number 4, P, carries 0.40; number 5, P, carries 0.36; number 6, H, carries -0.33

[2]
Entry from OMol25: a 2-piece molecular cluster, FH2NS overall (ωB97M-V/def2-TZVPD).

Properties
* HOMO-LUMO gap (alpha / beta): 5.709 / 5.797 eV
* net charge: 0
* LUMO energy (alpha / beta): -0.1297 / -0.1301 hartree

Element x y z (Å)
F (-1.982, 0.836, 0.054)
H (-0.977, -0.616, -0.502)
N (-1.297, -0.254, 0.315)
S (1.675, 0.574, 0.106)
H (2.581, -0.540, 0.027)

Partial charges, Löwdin, in e: number 1, F, carries -0.06; number 2, H, carries -0.05; number 3, N, carries 0.13; number 4, S, carries 0.22; number 5, H, carries -0.25

[3]
Entry from OMol25: one molecule with the formula FH2O2P (ωB97M-V/def2-TZVPD).

Properties
* HOMO-LUMO gap: 10.180 eV
* net charge: 0
* SMILES string: FOOP
* LUMO energy: -0.0104 hartree

Element x y z (Å)
H (1.738, -0.112, 0.692)
P (1.034, -0.935, -0.338)
O (-0.869, 0.902, 0.296)
H (0.002, -1.593, 0.394)
O (0.011, 0.234, -0.753)
F (-1.916, 1.503, -0.290)

Partial charges, Löwdin, in e: number 1, H, carries -0.06; number 2, P, carries 0.81; number 3, O, carries -0.08; number 4, H, carries -0.08; number 5, O, carries -0.55; number 6, F, carries -0.03

Number 1: largest force on an atom 1.66 eV Å⁻¹. Number 2: largest force on an atom 4.83 eV Å⁻¹. Number 3: largest force on an atom 3.69 eV Å⁻¹.